DFT (ωB97M-V/def2-TZVPD) results for a molecular structure, C4H7CrO4.

Each line ends with the Mulliken spin population.
CARTESIAN COORDINATES (ANGSTROEM)
O1 -0.90 1.07 0.73  0.01
C1 -0.45 2.18 0.02  0.02
C2 1.07 2.15 -0.08  -0.01
O2 1.58 1.88 1.23  -0.08
C3 2.99 1.92 1.33  -0.01
Cr1 0.26 0.64 2.25  5.06
H1 -0.76 3.12 0.51  0.00
H2 -0.86 2.21 -1.00  0.01
H3 1.47 3.12 -0.43  0.01
H4 1.41 1.35 -0.76  0.00
H5 3.35 2.93 1.08  0.00
H6 3.26 1.67 2.36  0.01
H7 3.45 1.20 0.64  0.00
O3 -0.49 -1.65 0.45  -0.01
C4 -1.11 -1.08 -0.39  -0.01
O4 -1.58 -0.98 -1.45  0.00

Output
relative energy (zero: lowest compared OMol25 entry of this formula, charge and spin): 63.7 kJ/mol
spin multiplicity: 6
lowest unoccupied orbital energy (spin up / spin down): -0.25 / -0.25 eV
Kohn-Sham gap (spin up / spin down): 6.0 / 9.0 eV

DFT (ωB97M-V/def2-TZVPD) results for a molecular structure, C16H24BClN6Ti.

Each line ends with the Mulliken spin population.
CARTESIAN COORDINATES (ANGSTROEM)
Ti1 -0.01 0.06 1.63  0.95
C1 3.66 0.30 2.18  0.00
C2 3.05 0.13 0.84  0.02
C3 3.64 0.06 -0.45  0.01
C4 2.58 0.03 -1.39  0.02
C5 2.67 0.01 -2.92  0.00
N1 1.43 0.03 -0.71  0.02
N2 1.70 0.07 0.70  -0.02
B1 -0.01 0.04 -1.32  -0.06
N3 -0.73 -1.23 -0.75  0.01
N4 -0.94 -1.41 0.64  0.01
C6 -1.54 -2.61 0.81  0.00
C7 -1.99 -2.99 2.17  0.01
C8 -1.75 -3.18 -0.46  0.00
C9 -1.16 -2.32 -1.41  0.01
C10 -0.97 -2.59 -2.90  0.00
N5 -0.77 1.29 -0.71  0.01
N6 -0.90 1.54 0.70  0.03
C11 -1.62 2.69 0.84  -0.02
C12 -1.87 3.23 2.19  0.01
C13 -1.92 3.17 -0.44  0.00
C14 -1.43 2.24 -1.38  0.01
C15 -1.59 2.25 -2.87  0.00
H1 4.34 1.16 2.17  0.00
H2 2.88 0.51 2.94  0.00
H3 4.25 -0.57 2.41  0.00
H4 4.72 0.01 -0.63  0.00
H5 3.75 0.12 -3.20  0.00
H6 2.29 -0.91 -3.32  0.00
H7 2.11 0.83 -3.35  0.00
H8 -0.03 0.07 -2.50  0.00
H9 -2.69 -2.27 2.55  0.00
H10 -2.46 -3.99 2.18  0.00
H11 -1.09 -3.02 2.84  0.00
H12 -2.44 -4.01 -0.67  0.00
H13 -1.79 -3.21 -3.28  0.00
H14 -0.92 -1.63 -3.43  0.00
H15 -0.02 -3.10 -3.05  0.00
H16 -1.92 2.39 2.94  0.00
H17 -1.04 3.87 2.48  0.00
H18 -2.79 3.85 2.24  0.00
H19 -2.56 4.05 -0.59  0.00
H20 -2.19 3.10 -3.19  0.00
H21 -0.61 2.32 -3.37  0.00
H22 -2.09 1.35 -3.21  0.00
Cl1 1.01 -1.72 3.99  0.01
C16 0.18 -0.17 3.68  -0.03
H23 0.49 0.51 4.48  0.00
H24 -0.88 -0.36 3.89  0.00

Output
net charge: +1
relative energy (zero: lowest compared OMol25 entry of this formula, charge and spin): 0.0 kJ/mol
spin multiplicity: 2
lowest unoccupied orbital energy (spin up / spin down): -3.15 / -2.89 eV
Kohn-Sham gap (spin up / spin down): 7.7 / 9.2 eV

DFT (ωB97M-V/def2-TZVPD) results for 2 unconnected molecules or ions with the total composition C2H5NO3.

Each line ends with the natural charge from an NBO analysis.
CARTESIAN COORDINATES (ANGSTROEM)
O1 3.12 -1.17 -0.37  -0.51
C1 2.37 -0.25 -0.32  0.56
N1 1.05 -0.35 0.14  -0.69
C2 0.11 0.02 -0.77  0.53
O2 0.31 0.64 -1.80  -0.58
H1 2.74 0.72 -0.49  0.13
H2 0.88 -1.10 0.88  0.42
H3 -0.87 -0.48 -0.71  0.13
O3 -3.00 0.91 0.95  -0.94
H4 -3.92 0.65 0.71  0.47
H5 -2.81 0.42 1.78  0.47

Output
relative energy (zero: lowest compared OMol25 entry of this formula, charge and spin): 115.4 kJ/mol
SMILES string: O=CNC=O.O
lowest unoccupied orbital energy: 0.39 eV
Kohn-Sham gap: 10.6 eV